Molecular formula: C8H8O4
Method: DFT, wB97M-V/def2-TZVPD

Its molecular weight is 168.15 g mol⁻¹. The calculation puts the HOMO energy at -8.21 eV. As for the structure (SMILES): COC(=O)c1cc(O)ccc1O. The largest force on an atom comes out at 0.021 hartree/bohr. The total energy comes out at -16615.893 eV. The frontier orbital gap is 8.67 eV. The spin multiplicity is 1.

Last column: Mulliken charge in e.
Element x y z (Å)
1 C -0.24124 1.87900 3.23150  -0.700
2 O -0.10855 0.84997 2.26667  -0.416
3 C -0.16846 1.25624 0.95696  0.739
4 O -0.31405 2.41516 0.66970  -0.600
5 C -0.04689 0.11804 -0.00618  0.387
6 C -0.04756 0.47519 -1.36529  -0.786
7 C 0.08902 -0.49150 -2.36214  0.896
8 O 0.10955 -0.11480 -3.66450  -0.535
9 C 0.23605 -1.82302 -1.99146  -0.477
10 C 0.26416 -2.18289 -0.65711  -0.720
11 C 0.12650 -1.22709 0.37022  0.113
12 O 0.16810 -1.69107 1.63427  -0.631
13 H -1.18014 2.42861 3.07152  0.308
14 H -0.27353 1.39870 4.21269  0.251
15 H 0.58518 2.61060 3.15466  0.282
16 H -0.13794 1.51355 -1.66060  0.463
17 H 0.14152 -0.89976 -4.21512  0.277
18 H 0.38237 -2.59008 -2.76446  0.235
19 H 0.37005 -3.21607 -0.33707  0.419
20 H 0.00261 -0.94342 2.23022  0.498

=====

Molecular formula: BrTi3
Method: DFT, wB97M-V/def2-TZVPD

Its molecular weight is 223.50 g mol⁻¹. The calculation puts the HOMO energy (spin up / spin down) at -14.18 / -18.94 eV. Its charge is +2. The largest force on an atom comes out at 0.005 hartree/bohr. The total energy comes out at -139364.052 eV. The frontier orbital gap (spin up / spin down) is 6.67 / 11.16 eV. The spin multiplicity is 10.

Last column: Mulliken spin population.
Element x y z (Å)
1 Ti -0.79060 -2.52397 0.70939  2.983
2 Ti 2.47657 0.00214 -0.32766  2.973
3 Ti -1.49181 2.48432 0.02516  2.976
4 Br -0.19416 0.03750 -0.40688  0.069

=====

Molecular formula: C30H50N4O3P
Method: DFT, wB97M-V/def2-TZVPD

Its molecular weight is 545.73 g mol⁻¹. The calculation puts the HOMO energy at -10.53 eV. Its charge is +1. As for the structure (SMILES): CCCCCCCCCCCCCc1c(P(N)O)c(NCCCC)c(N(C(C)=O)C(C)=O)c2cc[nH+]cc12. The largest force on an atom comes out at 0.168 hartree/bohr. The total energy comes out at -53284.011 eV. The frontier orbital gap is 5.66 eV. The spin multiplicity is 1.

Last column: Mulliken charge in e.
Element x y z (Å)
1 C 5.60956 -3.05238 0.92475  -0.807
2 C 6.97688 -2.54980 0.13724  -0.360
3 C 6.58413 -1.12098 -0.62277  -0.287
4 C 7.76573 0.00545 -0.28774  -0.672
5 C 7.16239 1.49347 -0.64312  -0.398
6 C 6.55970 2.20016 0.74478  -0.463
7 C 6.33739 3.82489 0.54541  -0.724
8 C 5.26469 4.21366 -0.63230  -0.423
9 C 3.71702 4.47412 -0.06367  -0.632
10 C 2.67603 3.33979 -0.62725  -0.426
11 C 1.57206 2.81785 0.49881  -0.496
12 C 0.02099 3.01383 -0.04318  -0.484
13 C -0.47251 1.82959 -1.08094  -0.969
14 C -1.47217 0.71855 -0.34951  0.275
15 C -3.07101 1.04307 0.01992  0.666
16 P -3.65581 2.82299 -0.45578  0.317
17 N -4.17537 2.92558 -2.15722  -0.534
18 O -5.07931 3.20515 0.53702  -0.491
19 C -4.04679 -0.08380 0.77135  -0.605
20 N -5.48994 0.20802 1.08793  -0.071
21 C -6.38902 0.26512 -0.11397  -0.682
22 C -6.04513 -0.74978 -1.34147  -0.071
23 C -5.37620 -0.04155 -2.67259  0.348
24 C -5.28285 -1.21960 -3.84206  -0.992
25 C -3.42644 -1.54087 1.19345  -0.032
26 N -4.11607 -2.65937 1.92598  0.514
27 C -4.26465 -2.41519 3.40815  0.566
28 C -3.90903 -3.71800 4.39533  -0.940
29 O -4.67469 -1.28978 4.00068  -0.497
30 C -5.36921 -3.15964 1.26399  0.599
31 C -5.25397 -4.27788 0.02516  -0.898
32 O -6.63744 -2.83242 1.60201  -0.533
33 C -1.82210 -1.81702 0.80752  -0.074
34 C -1.15150 -3.26483 1.23690  -0.604
35 C 0.42768 -3.61722 0.93877  -0.323
36 N 1.26163 -2.57099 0.22828  0.044
37 C 0.73825 -1.19546 -0.22440  -0.400
38 C -0.84518 -0.74053 0.05421  0.158
39 H 5.95459 -3.79526 1.76538  0.321
40 H 5.04148 -2.13419 1.43405  0.264
41 H 4.81919 -3.55663 0.20636  0.089
42 H 7.30453 -3.32372 -0.69127  0.264
43 H 7.82801 -2.38590 0.92622  0.321
44 H 6.58155 -1.24016 -1.80849  0.276
45 H 5.52876 -0.77206 -0.21545  -0.040
46 H 8.73952 -0.25314 -0.91666  0.255
47 H 7.98228 -0.04440 0.88202  0.325
48 H 7.98335 2.16266 -1.15985  0.346
49 H 6.25011 1.41613 -1.39503  0.159
50 H 7.37406 2.05754 1.57497  0.381
51 H 5.57595 1.63526 1.07303  0.063
52 H 7.39625 4.29615 0.25922  0.294
53 H 6.02531 4.26532 1.59786  0.320
54 H 5.24104 3.35929 -1.46096  0.167
55 H 5.70342 5.17021 -1.18348  0.369
56 H 3.69174 4.64176 1.09465  0.388
57 H 3.38924 5.50880 -0.55884  0.228
58 H 3.22182 2.39449 -1.08010  0.163
59 H 2.03831 3.79999 -1.51412  0.260
60 H 1.75655 3.36582 1.52610  0.409
61 H 1.75881 1.67035 0.70164  0.114
62 H -0.74837 3.17005 0.85318  0.339
63 H 0.02652 4.03074 -0.65837  0.325
64 H -1.09461 2.38075 -1.93587  0.254
65 H 0.49237 1.32532 -1.53199  0.324
66 H -3.63802 2.29635 -2.79324  0.254
67 H -4.14098 3.92103 -2.53023  0.275
68 H -5.79945 3.37407 -0.14781  0.314
69 H -5.87001 -0.35572 1.87794  0.537
70 H -7.48328 -0.02312 0.26762  0.400
71 H -6.51736 1.34721 -0.59019  0.001
72 H -7.08819 -1.19690 -1.71325  0.429
73 H -5.37759 -1.67183 -1.08314  -0.383
74 H -4.24430 0.23080 -2.40600  -0.367
75 H -6.00685 0.88516 -3.00959  0.398
76 H -4.29485 -1.10634 -4.46495  0.323
77 H -6.23508 -1.19619 -4.54171  0.264
78 H -5.24201 -2.28055 -3.31949  0.219
79 H -4.27887 -3.51665 5.50461  0.317
80 H -2.75844 -3.96893 4.36953  0.229
81 H -4.46750 -4.66206 3.96065  0.282
82 H -5.87850 -3.95824 -0.92678  0.304
83 H -4.13211 -4.53360 -0.21016  0.204
84 H -5.81532 -5.24157 0.45156  0.370
85 H -1.86983 -4.03822 1.76604  0.289
86 H 0.86333 -4.66965 1.29278  0.338
87 H 2.28189 -2.78954 0.04269  0.232
88 H 1.48376 -0.47493 -0.77071  0.190

=====

Molecular formula: C10H14NO4
Method: DFT, wB97M-V/def2-TZVPD

Its molecular weight is 212.23 g mol⁻¹. The calculation puts the HOMO energy (spin up / spin down) at -1.36 / -1.36 eV. Its charge is -1. The largest force on an atom comes out at 0.076 hartree/bohr. The total energy comes out at -20272.430 eV. The frontier orbital gap (spin up / spin down) is 4.16 / 4.16 eV. The spin multiplicity is 1.

Last column: Mulliken charge in e.
Element x y z (Å)
1 C -2.35876 -1.48755 1.03288  -0.588
2 C -2.41260 -0.57023 2.07424  -0.825
3 C -1.41143 -1.37163 0.04946  -0.839
4 C -1.45163 0.44176 2.13056  -0.641
5 C -0.44298 -0.32239 0.03958  0.841
6 C -0.47681 0.56464 1.17248  0.634
7 C 0.57609 2.35668 2.33521  -1.063
8 C -0.46141 -0.54957 -3.14774  -0.929
9 C 2.70115 0.42784 -0.84826  -0.798
10 C 0.44617 -0.20582 -1.01060  0.383
11 N 2.58676 -3.02399 -0.77921  -0.004
12 O 2.44184 -4.07048 -0.08643  -0.350
13 O 0.51737 1.52982 1.21372  -0.315
14 O 0.36066 -1.06030 -2.11694  -0.401
15 O 1.37332 0.81032 -1.16608  -0.409
16 H -3.07183 -2.30293 0.99793  0.341
17 H -3.17102 -0.63543 2.84179  0.339
18 H -1.37034 -2.09429 -0.75157  0.351
19 H -1.49529 1.13347 2.96137  0.316
20 H 1.43243 3.01504 2.17978  0.223
21 H 0.72814 1.78156 3.25908  0.401
22 H -0.32924 2.96649 2.44904  0.351
23 H -1.50134 -0.45935 -2.80281  0.280
24 H -0.40998 -1.25730 -3.97632  0.290
25 H -0.11149 0.43401 -3.48164  0.266
26 H 2.80331 0.24383 0.22656  0.242
27 H 3.34259 1.26133 -1.13987  0.266
28 H 2.99349 -0.47839 -1.38804  0.345
29 H 1.65300 -2.59805 -1.00146  0.294